Molecular formula: C18H40P2SiTi
Method: DFT, the ωB97M-V functional and the def2-TZVPD basis

Last column: Mulliken charge in e.
Atoms and positions in Å:
P -0.48 -2.35 -2.60  1.033
P 0.15 1.54 -2.02  1.029
C -0.59 -0.82 -3.61  -1.149
C 0.49 0.26 -3.30  -1.403
H -1.61 -0.39 -3.57  0.448
H -0.44 -1.16 -4.65  0.729
H 1.47 -0.21 -3.06  0.566
H 0.66 0.83 -4.23  0.715
C -1.11 2.62 -2.80  -1.544
H -1.41 3.41 -2.11  0.390
H -2.00 2.03 -3.09  0.306
H -0.68 3.08 -3.70  0.477
C 1.65 2.63 -2.25  -1.612
H 1.57 3.12 -3.23  0.494
H 2.58 2.04 -2.20  0.454
H 1.65 3.39 -1.45  0.312
C -2.00 -3.27 -2.82  -1.502
H -2.02 -4.10 -2.10  0.405
H -2.00 -3.69 -3.83  0.451
H -2.90 -2.64 -2.70  0.388
C 0.83 -3.35 -3.36  -1.477
H 1.72 -2.74 -3.53  0.396
H 0.44 -3.72 -4.31  0.454
H 1.04 -4.20 -2.69  0.426
Ti -0.35 -1.40 3.66  0.088
C 0.18 1.67 -0.27  0.199
C -1.23 1.31 -0.47  -1.224
C -1.84 -0.04 -0.61  -0.658
C -1.11 -1.31 -0.15  -0.442
C 0.07 -1.88 -1.02  1.527
C 1.41 -1.28 -1.07  -1.917
C 2.02 -0.20 -0.33  -1.033
C 1.14 0.74 0.52  0.355
C 1.71 -1.75 3.83  -1.368
H 0.33 2.72 0.03  1.013
H -1.95 2.13 -0.27  0.521
H -2.24 -0.18 -1.65  0.057
H -2.78 -0.02 0.00  0.584
H -0.85 -1.25 0.93  -1.045
H -1.88 -2.10 -0.16  0.771
H 0.23 -2.89 -0.57  0.283
H 2.15 -1.97 -1.53  0.157
H 2.58 0.43 -1.04  0.060
H 2.79 -0.66 0.31  0.552
H 0.55 0.16 1.25  -0.905
H 1.79 1.39 1.12  0.391
H 2.28 -0.85 4.07  0.246
H 2.17 -2.34 3.02  0.389
H 1.59 -2.40 4.73  0.375
C 1.09 2.21 4.33  -1.260
Si -0.27 0.96 3.94  0.844
C -0.66 0.10 5.65  -1.048
C -1.72 2.08 3.51  -1.006
H 2.02 1.73 4.62  0.330
H 0.75 2.87 5.14  0.396
H 1.29 2.82 3.44  0.300
H -0.02 0.65 6.36  0.345
H -1.71 0.32 5.91  0.369
H -0.47 -1.03 5.77  0.178
H -1.74 2.94 4.19  0.345
H -1.61 2.45 2.48  0.137
H -2.69 1.56 3.56  0.307

## Properties
Frontier orbital gap (alpha / beta) (eV): 4.433 / 4.100
Spin multiplicity: 3
HOMO (alpha / beta) (eV): -4.5 / -4.5
Expectation value of S²: 2.02
LUMO energy (alpha / beta) (eV): -0.10 / -0.43
Energy above the lowest of the compared OMol25 structures with the same formula, charge and spin (eV): 1.1095